[1]
ORCA calculation (ωB97M-V with the def2-TZVPD basis set) on C4H9NO in the gas phase at a distorted geometry.

Properties
Energy above the lowest of the compared OMol25 structures with the same formula, charge and spin, eV: 2.080
Multiplicity: 1
HOMO level, eV: -9.2
LUMO level, eV: 0.93

Geometry (Å):
H 0.566 -0.515 -2.964
C -0.554 -0.828 1.415
H 1.247 1.268 -0.285
C 0.401 1.201 0.404
H -0.349 -1.926 -2.396
H 0.891 -1.829 -0.402
C 0.551 -0.844 -0.762
H -0.742 -1.927 1.145
H 1.422 -0.202 -0.976
H -1.501 -0.355 1.899
O -0.164 1.946 1.103
C -0.101 -0.882 -2.160
H -0.998 -0.295 -2.207
H 0.292 -0.974 2.072
N -0.185 -0.100 0.274

Forces on the atoms, in the same order (eV/Å):
H -0.164 -0.205 0.546
C -2.367 -1.624 1.286
H 0.317 1.076 0.163
C -2.103 -3.839 -0.739
H -0.164 0.323 -0.209
H -0.171 0.395 -0.208
C 0.538 0.878 -0.598
H -0.420 1.669 0.047
H 0.343 -0.887 0.359
H 1.886 -1.037 -0.479
O -0.011 3.319 1.950
C 0.189 -1.233 -0.142
H -0.501 0.286 0.136
H 0.122 0.543 0.905
N 2.506 0.337 -3.016

=====

[2]
ORCA calculation (ωB97M-V with the def2-TZVPD basis set) on 3 unconnected molecules or ions with the total composition C4H9NO at a distorted geometry.

Properties
Energy above the lowest of the compared OMol25 structures with the same formula, charge and spin, eV: 6.065
Multiplicity: 1
HOMO level, eV: -8.5
LUMO level, eV: -0.48

Geometry (Å):
H 3.409 0.290 -0.109
N -1.017 -0.160 0.032
H 1.049 0.289 0.849
H -1.961 0.647 1.711
H 0.770 0.843 -1.685
H -2.846 -1.015 0.695
C -1.112 0.681 0.989
C 1.413 0.169 -1.101
H -1.632 -2.130 0.027
H -2.494 -1.027 -1.068
H 2.460 1.778 -0.328
O -0.163 1.529 1.237
C -2.059 -1.127 -0.074
C 2.441 0.707 -0.395
H 1.308 -0.904 -1.204

Forces on the atoms, in the same order (eV/Å):
H -0.761 -0.764 0.306
N -0.150 0.060 0.478
H -1.073 2.901 -1.104
H 0.062 0.301 -0.442
H -0.099 -0.626 0.851
H 0.086 -0.028 -0.237
C 0.419 -0.305 0.135
C 0.688 -0.060 0.164
H -0.183 -0.076 -0.101
H -0.311 -0.327 0.002
H -0.094 0.417 0.081
O 1.910 -1.638 0.289
C -0.363 -0.335 -0.145
C -0.106 0.346 0.046
H -0.024 0.134 -0.324

=====

[3]
ORCA calculation (ωB97M-V with the def2-TZVPD basis set) on 3 unconnected molecules or ions with the total composition C4H9NO at a distorted geometry.

Properties
Energy above the lowest of the compared OMol25 structures with the same formula, charge and spin, eV: 3.335
Multiplicity: 1
HOMO level, eV: -8.5
LUMO level, eV: 0.80

Geometry (Å):
H 3.206 0.917 0.711
C 1.212 0.487 0.488
H 0.970 1.169 1.293
H -0.366 1.851 -0.312
C 0.260 -0.492 0.148
H 0.535 1.979 -0.449
H 0.585 -1.469 -0.184
H -1.800 -2.152 -0.221
C -2.118 -1.125 -0.402
O -1.437 1.093 0.178
H -2.311 -0.991 -1.468
N 2.548 0.238 0.370
H 2.857 -0.416 -0.331
H -3.056 -0.959 0.130
C -1.084 -0.130 0.050

Forces on the atoms, in the same order (eV/Å):
H -0.011 -0.102 -0.146
C 0.204 -1.558 1.167
H -0.077 0.279 -0.417
H 1.537 0.230 -0.209
C 0.507 0.548 0.082
H -1.148 0.154 -0.327
H 0.043 0.025 -0.104
H 0.067 0.017 -0.073
C -0.093 -0.098 0.162
O -0.258 -1.139 0.376
H 0.014 0.006 0.013
N -0.588 0.297 -0.191
H 0.086 0.146 0.054
H 0.071 0.085 -0.043
C -0.354 1.109 -0.345

=====

[4]
ORCA calculation (ωB97M-V with the def2-TZVPD basis set) on a gas-phase ion, C4H9NO2 (charge -1) at a distorted geometry.

Properties
Energy above the lowest of the compared OMol25 structures with the same formula, charge and spin, eV: 2.597
Net charge: -1
Multiplicity: 2
HOMO level (spin up / spin down), eV: 0.6 / -3.0
LUMO level (spin up / spin down), eV: 4.21 / 4.11

Geometry (Å):
O 1.561 1.234 -1.275
H -1.721 0.563 -1.937
H -0.080 2.156 -0.439
H 2.645 0.107 0.927
H -0.566 -1.533 0.821
N -0.329 -0.484 0.803
H -2.031 -1.205 -1.833
H 0.715 -0.536 2.594
H 0.374 -0.983 -0.985
C 0.817 -0.117 1.569
O 2.005 -0.690 0.943
C -0.338 -0.211 -0.631
H -2.473 -0.163 -0.371
C 0.462 1.180 -0.679
H 0.683 0.931 1.718
C -1.726 -0.250 -1.225

Forces on the atoms, in the same order (eV/Å):
O 2.112 0.283 -1.006
H -0.722 0.307 -0.045
H -0.143 -0.943 -0.113
H -1.336 -2.039 -0.592
H 0.716 1.792 0.931
N -2.673 -3.028 0.976
H 0.751 1.353 1.152
H -0.011 -0.298 -0.424
H -0.400 0.693 -1.014
C -0.818 -2.373 -0.122
O 1.344 3.210 1.384
C 3.020 1.693 0.889
H 0.645 0.306 -1.235
C -2.577 -0.368 -0.247
H 1.271 1.002 -0.476
C -1.178 -1.589 -0.059

=====

[5]
ORCA calculation (ωB97M-V with the def2-TZVPD basis set) on C4H9NO2 in the gas phase.

Properties
Energy above the lowest of the compared OMol25 structures with the same formula, charge and spin, eV: 0.824
Multiplicity: 1
HOMO level, eV: -9.9
LUMO level, eV: 0.71

Geometry (Å):
N -0.597 0.766 -0.703
C 1.047 -0.452 0.755
H -1.535 0.795 -1.078
H 1.535 -0.810 -0.165
H -0.204 2.143 -2.146
O 1.446 1.807 -1.026
C -0.420 -0.134 0.447
H -0.832 0.359 1.338
C -1.201 -1.415 0.159
H 1.046 -1.280 1.473
H 1.902 1.240 0.634
C 0.271 1.610 -1.304
O 1.742 0.602 1.354
H -1.162 -2.090 1.020
H -2.257 -1.207 -0.049
H -0.780 -1.937 -0.708

Forces on the atoms, in the same order (eV/Å):
N 0.035 0.106 -0.095
C -0.184 -0.314 -0.078
H 0.134 0.008 0.007
H -0.023 0.068 0.130
H 0.031 -0.046 0.085
O -0.420 -0.097 -0.046
C 0.034 -0.046 0.120
H 0.049 -0.054 -0.119
C -0.010 -0.065 0.009
H -0.020 0.091 -0.111
H 0.013 -0.012 0.123
C 0.148 0.015 0.015
O 0.107 0.140 -0.077
H -0.005 0.125 -0.111
H 0.155 0.000 0.023
H -0.043 0.082 0.124

=====

[6]
ORCA calculation (ωB97M-V with the def2-TZVPD basis set) on 2 unconnected molecules or ions with the total composition C4H9NO2.

Properties
Energy above the lowest of the compared OMol25 structures with the same formula, charge and spin, eV: 5.176
Multiplicity: 1
HOMO level (spin up / spin down), eV: -8.9 / -8.9
LUMO level (spin up / spin down), eV: -1.18 / -1.18

Geometry (Å):
H 0.972 0.728 -0.349
C -2.298 -0.104 -0.304
H 1.823 1.437 1.497
C -0.193 -0.867 -0.009
H -2.653 -1.081 -0.643
H -0.790 0.005 -1.864
C -0.805 0.218 -0.777
O 2.509 -0.837 -0.561
O -0.371 1.412 -0.406
H -2.402 -0.013 0.780
N 2.278 0.577 1.222
H 3.249 0.467 1.484
H -2.898 0.675 -0.777
C 1.881 0.023 0.032
H -0.128 -1.884 -0.398
H -0.171 -0.755 1.072

Forces on the atoms, in the same order (eV/Å):
H -0.278 0.030 0.004
C -0.243 -0.071 0.078
H 0.047 -0.130 -0.049
C -0.112 0.056 0.013
H 0.035 0.146 0.069
H 0.007 0.026 0.149
C 0.115 -0.283 -0.024
O -0.121 0.315 0.099
O 0.145 0.012 -0.074
H 0.009 0.015 -0.149
N 0.075 -0.011 -0.102
H -0.152 -0.088 0.031
H 0.118 -0.079 0.014
C 0.261 -0.107 0.007
H 0.052 0.141 0.048
H 0.042 0.028 -0.116

=====

[7]
ORCA calculation (ωB97M-V with the def2-TZVPD basis set) on C4H9NO2 in the gas phase at a distorted geometry.

Properties
Energy above the lowest of the compared OMol25 structures with the same formula, charge and spin, eV: 0.691
Multiplicity: 1
HOMO level, eV: -9.6
LUMO level, eV: 0.78

Geometry (Å):
C 0.227 -0.253 -0.942
C -1.666 -0.359 0.894
H -0.163 1.125 0.627
H -1.413 1.078 -0.636
H 1.931 -0.504 -0.523
C -0.756 0.464 -0.019
H 1.914 0.427 -2.293
H -0.292 -0.949 -1.617
H 1.369 1.633 -1.121
O 1.180 -0.994 -0.188
O -2.858 -0.123 0.988
H -1.595 -1.884 2.247
C 1.019 0.806 -1.761
H 0.355 1.210 -2.519
H -0.072 -1.543 1.454
N -1.033 -1.300 1.645

Forces on the atoms, in the same order (eV/Å):
C -0.146 0.469 -0.399
C 0.000 0.027 -0.052
H -0.145 -0.033 -0.082
H -0.042 0.053 0.141
H 1.101 -0.783 0.815
C -0.090 0.132 -0.111
H -0.518 -0.268 0.262
H 0.001 0.201 0.086
H -0.265 -0.280 -0.072
O 0.211 0.259 -0.178
O 0.364 -0.121 -0.049
H 0.102 0.109 -0.143
C -0.416 -0.010 -0.052
H 0.016 0.267 -0.133
H -0.097 0.050 0.026
N -0.076 -0.073 -0.058

=====

[8]
ORCA calculation (ωB97M-V with the def2-TZVPD basis set) on C4H9NO2 in the gas phase at a distorted geometry.

Properties
Energy above the lowest of the compared OMol25 structures with the same formula, charge and spin, eV: 3.181
Multiplicity: 1
HOMO level, eV: -9.4
LUMO level, eV: 0.26

Geometry (Å):
H 1.874 0.714 -1.122
C 0.286 -0.912 0.155
C 0.946 -1.993 -0.760
O -2.420 0.680 0.588
H 1.320 1.689 0.040
C -0.168 0.473 -0.511
H -0.589 0.020 -1.497
H 1.030 -3.016 -0.229
H 0.333 -2.313 -1.541
N 1.010 1.249 -0.781
H 1.894 -1.725 -1.169
H 0.667 -0.087 1.978
O 1.155 -0.424 1.212
C -1.350 1.250 0.072
H -0.480 -1.326 0.759
H -1.284 2.335 0.109

Forces on the atoms, in the same order (eV/Å):
H -2.210 0.705 0.601
C 0.025 1.720 1.580
C -0.086 -0.783 2.842
O 5.541 2.654 -2.758
H 0.432 0.603 1.258
C -0.458 -3.349 -2.469
H 0.366 1.333 1.015
H 0.311 1.885 -0.170
H -1.404 0.242 -1.553
N 1.011 -0.047 -2.038
H 0.744 0.315 -0.084
H -0.210 -0.408 -0.520
O 1.446 -0.745 0.069
C -4.070 -3.607 2.870
H -1.490 -0.795 -0.402
H 0.051 0.275 -0.241